This record from the OMol25 dataset describes a molecular structure, C46H38AsCl2F6N3O7RuSi in a non-equilibrium geometry. The level of theory is the ωB97M-V functional and the def2-TZVPD basis.

Results
Orbital gap (alpha / beta), eV: 6.80 / 6.73
2S+1: 5
E_LUMO (alpha / beta), hartree: -0.040 / -0.043
Max |F|, hartree/bohr: 0.038
ΔE to the lowest compared entry with this formula, charge and spin, kcal per mole: 29.4
HOMO (alpha / beta), eV: -7.9 / -7.9
Calculated total energy, eV: -179772.49003

```
105
Properties=species:S:1:pos:R:3:mulliken_charge:R:1
Ru -0.6956 -0.0496 -2.3680 1.61
O -4.8097 0.8168 -0.7630 -0.60
C -3.7111 0.2852 -1.2711 0.20
O -2.9040 0.9404 -1.8984 -0.27
C -3.5075 -1.1688 -1.0679 -0.21
C -4.4498 -2.0655 -0.5814 -0.80
C -4.0997 -3.4091 -0.5435 -0.83
C -2.8687 -3.8100 -1.0365 -1.16
C -1.9937 -2.8408 -1.5248 0.45
N -2.3075 -1.5630 -1.4916 1.37
C -0.6337 -3.1297 -2.1820 0.41
O -0.5105 -4.4221 -2.6034 -0.55
O -0.1622 -2.2545 -2.9325 -0.70
H -4.8440 1.7710 -0.9705 0.31
H -5.4174 -1.7149 -0.2612 0.60
H -4.7934 -4.1401 -0.1539 0.45
H -2.6010 -4.8537 -1.0625 0.56
H -0.5937 -5.0332 -1.8601 0.32
N 1.8124 -0.6789 8.2186 -0.54
C 1.5015 -0.5461 7.1228 -0.19
C 1.1070 -0.3617 5.7793 0.66
C 1.8717 0.4451 4.9316 -1.23
C 1.4494 0.6736 3.6424 0.30
C 0.2600 0.1024 3.1679 0.78
C -0.4805 -0.7319 4.0115 -0.32
C -0.0646 -0.9584 5.3057 -0.93
C -0.1928 0.4677 1.8817 -0.88
C -0.5275 0.8907 0.8023 0.40
H 2.7823 0.8977 5.2999 0.51
H 2.0233 1.3143 2.9905 0.76
H -1.3911 -1.1875 3.6506 0.56
H -0.6480 -1.5821 5.9676 0.48
F 0.5532 0.1396 -4.4309 -0.66
As -0.8335 0.0265 -5.6233 2.11
F -1.8901 -0.8346 -4.4466 -0.55
F -0.1886 -1.4363 -6.2454 -0.48
F -2.1482 0.0303 -6.7805 -0.49
F 0.1320 1.0382 -6.6836 -0.51
F -1.5273 1.4894 -4.8697 -0.50
Cl 3.4381 -3.2047 -1.7787 -0.16
C 2.7430 -4.7202 -1.3214 0.83
C 2.0887 -5.4424 -2.3055 -0.46
C 1.5116 -6.6671 -2.0164 -0.62
C 1.5907 -7.1790 -0.7316 -0.58
C 2.2554 -6.4610 0.2413 0.85
Cl 2.3574 -7.1113 1.8495 -0.26
C 2.8568 -5.2160 -0.0105 -0.75
N 3.5614 -4.6109 1.0040 -0.02
C 3.9673 -3.2768 1.0733 0.26
C 5.3170 -2.9813 1.2529 -0.69
C 5.7535 -1.6727 1.2771 -0.76
C 4.8400 -0.6393 1.1425 -1.22
C 3.4903 -0.9212 1.0466 -0.09
C 3.0338 -2.2316 1.0320 0.25
C 1.5611 -2.5093 1.0642 0.24
C 0.8164 -2.1720 -0.2408 -0.38
O 0.2400 -3.2111 -0.7205 -0.22
O 0.7638 -1.0185 -0.6439 -0.37
H 2.0191 -5.0301 -3.2992 0.25
H 0.9981 -7.2142 -2.7910 0.46
H 1.1400 -8.1274 -0.4831 0.43
H 4.0099 -5.2543 1.6421 0.36
H 6.0225 -3.7925 1.3463 0.46
H 6.8057 -1.4567 1.3805 0.39
H 5.1771 0.3842 1.1377 0.46
H 2.7613 -0.1284 0.9792 0.61
H 1.1008 -1.8789 1.8301 -0.83
H 1.3638 -3.5577 1.2905 0.64
C 1.7022 2.6384 -1.5354 -1.53
C 0.4787 3.5497 -1.6912 2.34
C -0.1943 3.1627 -3.0052 -0.89
C 0.9147 5.0153 -1.7624 -1.88
Si -0.8145 3.2403 -0.3002 -0.93
O -0.8822 1.5182 -0.2654 0.78
C -0.4103 3.6142 1.5228 0.71
C -1.3434 3.1979 2.4761 -0.09
C -1.1019 3.3288 3.8291 -0.72
C 0.0943 3.8740 4.2664 -0.59
C 1.0229 4.3135 3.3400 -0.77
C 0.7701 4.1869 1.9834 -0.57
C -2.5412 3.9911 -0.6302 1.04
C -3.3346 3.6988 -1.7433 -0.74
C -4.5976 4.2472 -1.8956 -0.59
C -5.0791 5.1624 -0.9756 -0.62
C -4.2829 5.5160 0.0998 -0.76
C -3.0418 4.9308 0.2742 -0.22
H 2.4145 2.8529 -2.3318 0.60
H 1.4111 1.5794 -1.6273 0.11
H 2.2012 2.7795 -0.5783 0.31
H 0.5102 3.2022 -3.8366 0.66
H -1.0319 3.8116 -3.2464 0.26
H -0.5598 2.1193 -2.9232 -0.46
H 1.5121 5.1872 -2.6563 0.48
H 1.5117 5.2868 -0.8955 0.33
H 0.0480 5.6718 -1.7982 0.38
H -2.2742 2.7572 2.1459 0.37
H -1.8443 3.0021 4.5426 0.45
H 0.2996 3.9510 5.3231 0.43
H 1.9512 4.7516 3.6764 0.46
H 1.5076 4.5363 1.2760 0.15
H -2.9754 3.0340 -2.5107 0.24
H -5.2000 3.9717 -2.7491 0.48
H -6.0543 5.6076 -1.1049 0.41
H -4.6282 6.2481 0.8133 0.45
H -2.4440 5.2105 1.1274 0.41
```